Entry 1:
Entry from the Open Molecules 2025 dataset: a structure of composition C26H34MnN8O (ωB97M-V/def2-TZVPD).

Values from the calculation:
Multiplicity   6
LUMO energy (alpha / beta)   -4.85 / -4.93 eV
Electronic energy   -72793.77059 eV
Relative energy (zero: lowest compared OMol25 entry of this formula, charge and spin)   8.45 kcal per mole
Total charge   +2
HOMO level (alpha / beta)   -13.3 / -13.5 eV
Expectation value of S²   8.752
HOMO-LUMO gap (alpha / beta)   8.43 / 8.55 eV

Each line ends with the Mulliken spin population.
Positions of all 70 atoms, in Å:
Mn1 0.06 0.04 0.67  4.651
N1 -1.94 2.52 3.60  0.003
C1 -1.46 3.63 2.95  -0.001
C2 -0.76 3.16 1.89  0.012
N2 -0.81 1.79 1.87  0.022
C3 -1.53 1.43 2.91  0.014
C4 -1.74 0.02 3.22  0.007
N3 -1.17 -0.92 2.50  0.022
C5 -1.56 -2.12 3.05  0.008
C6 -2.37 -1.89 4.11  0.000
N4 -2.48 -0.52 4.21  0.002
H1 -2.50 2.54 4.43  -0.001
H2 -1.66 4.63 3.30  0.000
H3 -0.23 3.73 1.13  0.004
H4 -1.21 -3.06 2.68  0.000
H5 -2.87 -2.56 4.79  0.000
H6 -3.03 -0.03 4.90  -0.001
C7 1.59 -5.18 -2.96  -0.001
C8 1.18 -3.97 -2.18  0.000
C9 1.56 -2.68 -2.55  -0.007
C10 1.13 -1.60 -1.81  0.026
N5 0.36 -1.71 -0.73  0.014
C11 -0.01 -2.94 -0.37  0.043
C12 0.37 -4.08 -1.05  -0.001
H7 2.33 -4.94 -3.72  0.000
H8 0.72 -5.62 -3.45  0.000
H9 2.01 -5.94 -2.30  0.000
H10 2.18 -2.53 -3.43  0.000
H11 1.42 -0.59 -2.10  -0.001
H12 -0.66 -3.02 0.50  -0.007
H13 0.03 -5.05 -0.70  0.000
C13 1.35 2.54 -2.74  0.002
C14 2.22 3.24 -1.69  0.002
C15 2.13 2.32 -0.47  0.025
O1 0.94 1.51 -0.67  -0.077
C16 0.25 1.92 -1.89  0.039
H14 1.92 1.76 -3.26  0.000
H15 0.95 3.22 -3.48  0.000
H16 1.81 4.22 -1.46  0.000
H17 3.25 3.36 -2.02  0.000
H18 2.03 2.86 0.47  -0.002
H19 2.98 1.64 -0.40  0.002
H20 -0.52 2.65 -1.64  0.004
H21 -0.22 1.05 -2.33  -0.009
C17 3.77 -0.90 0.40  -0.006
C18 3.15 -0.55 1.70  0.017
N6 1.89 -0.22 1.94  0.065
C19 1.80 0.03 3.30  0.038
C20 3.00 -0.16 3.88  0.000
N7 3.84 -0.53 2.86  0.003
H22 3.02 -0.87 -0.39  0.009
H23 4.19 -1.91 0.42  0.001
H24 4.57 -0.20 0.15  0.001
H25 0.87 0.33 3.77  -0.004
H26 3.33 -0.07 4.90  0.000
H27 4.82 -0.75 2.95  -0.001
N8 -2.19 -0.13 -0.19  0.059
C21 -2.77 0.45 -1.38  0.001
C22 -3.70 1.46 -1.28  0.005
C23 -4.22 2.04 -2.43  -0.002
C24 -3.82 1.59 -3.68  0.003
C25 -2.89 0.56 -3.77  -0.001
C26 -2.36 -0.01 -2.62  0.001
H28 -2.76 0.08 0.62  0.002
H29 -2.15 -1.14 -0.28  0.007
H30 -4.02 1.81 -0.31  0.000
H31 -4.95 2.83 -2.35  0.000
H32 -4.24 2.02 -4.58  0.000
H33 -2.58 0.19 -4.75  0.000
H34 -1.63 -0.82 -2.69  0.005

---

Entry 2:
Entry from the Open Molecules 2025 dataset: an isolated molecule of C16H17ClN4O2 at a distorted geometry (ωB97M-V/def2-TZVPD).

Values from the calculation:
LUMO energy   0.78 eV
Electronic energy   -39444.34760 eV
Relative energy (zero: lowest compared OMol25 entry of this formula, charge and spin)   41.52 kcal per mole
HOMO level   -7.7 eV
Structure (SMILES)   COc1cc(/C=N/N=C(N)N)ccc1OCc1ccccc1Cl
HOMO-LUMO gap   8.51 eV

Each line ends with the Löwdin charge.
Positions of all 40 atoms, in Å:
C1 -1.42 -4.15 -0.12  -0.077
O1 -0.20 -3.49 -0.33  -0.071
C2 0.00 -2.21 0.12  -0.192
C3 1.33 -1.83 0.20  0.042
C4 1.72 -0.56 0.61  -0.218
C5 0.73 0.35 0.97  -0.024
C6 -0.60 -0.01 0.89  0.000
C7 -0.99 -1.28 0.47  -0.183
O2 -2.31 -1.66 0.36  -0.079
C8 -3.31 -0.79 0.83  -0.175
C9 -3.56 0.41 -0.04  -0.232
C10 -3.06 0.48 -1.33  -0.021
C11 -3.29 1.58 -2.13  -0.070
C12 -4.02 2.65 -1.65  -0.082
C13 -4.54 2.60 -0.36  -0.105
C14 -4.30 1.49 0.43  -0.607
Cl1 -4.97 1.45 2.03  0.710
H1 -5.12 3.42 0.03  0.103
H2 -4.20 3.52 -2.26  0.104
H3 -2.89 1.61 -3.13  0.105
H4 -2.49 -0.36 -1.71  0.123
H5 -4.22 -1.41 0.85  0.146
H6 -3.10 -0.48 1.86  0.112
H7 -1.35 0.72 1.16  0.113
H8 1.02 1.33 1.30  0.108
C15 3.12 -0.21 0.66  -0.124
N1 3.50 0.96 1.00  0.004
N2 4.78 1.28 1.16  0.022
C16 5.63 1.45 0.23  -0.540
N3 6.88 1.95 0.55  0.106
H9 7.09 1.88 1.54  0.090
H10 7.63 1.63 -0.04  0.084
N4 5.41 1.24 -1.13  0.127
H11 5.93 1.85 -1.74  0.087
H12 4.44 1.17 -1.37  0.081
H13 3.84 -1.00 0.40  0.127
H14 2.07 -2.57 -0.08  0.125
H15 -2.22 -3.74 -0.75  0.090
H16 -1.23 -5.19 -0.40  0.093
H17 -1.73 -4.11 0.92  0.098

---

Entry 3:
Entry from the Open Molecules 2025 dataset: a cluster of 11 separate species, C48H48F5N5O28S in total at a distorted geometry (ωB97M-V/def2-TZVPD).

Values from the calculation:
LUMO energy   -0.84 eV
Electronic energy   -139739.27673 eV
Relative energy (zero: lowest compared OMol25 entry of this formula, charge and spin)   79.70 kcal per mole
HOMO level   -9.5 eV
Structure (SMILES)   O=[N+]([O-])c1ccccc1.O=[N+]([O-])c1ccccc1.O=[N+]([O-])c1ccccc1.O=[N+]([O-])c1ccccc1.O=[N+]([O-])c1ccccc1.O=C1OC[C@@H](F)O1.O=C1OC[C@@H](F)O1.O=C1OC[C@@H](F)O1.O=C1OC[C@@H](F)O1.O=C1OC[C@@H](F)O1.CCOS(C)(=O)=O
HOMO-LUMO gap   8.69 eV

Each line ends with the Löwdin charge.
Positions of all 135 atoms, in Å:
C1 28.48 -25.52 4.88  -0.070
C2 27.63 -25.79 3.77  -0.049
C3 26.72 -24.86 3.44  -0.011
C4 26.56 -23.68 4.17  -0.122
C5 27.41 -23.38 5.25  0.033
C6 28.37 -24.38 5.58  -0.084
N1 25.56 -22.68 3.82  -0.334
O1 25.22 -21.74 4.54  0.053
O2 24.95 -22.74 2.77  0.059
H1 29.25 -26.25 5.06  0.108
H2 27.79 -26.66 3.15  0.098
H3 25.99 -25.16 2.70  0.112
H4 27.33 -22.51 5.88  0.117
H5 29.02 -24.13 6.41  0.107
C7 26.15 -28.11 1.35  -0.100
C8 26.10 -27.33 0.24  -0.062
C9 25.02 -26.48 0.05  0.013
C10 23.86 -26.64 0.84  -0.109
C11 23.87 -27.54 1.91  -0.001
C12 25.04 -28.28 2.17  -0.063
N2 22.58 -25.92 0.53  -0.297
O3 21.55 -26.10 1.17  0.039
O4 22.62 -25.07 -0.36  0.090
H6 26.99 -28.79 1.37  0.088
H7 26.93 -27.21 -0.44  0.108
H8 25.01 -25.95 -0.90  0.092
H9 22.91 -27.72 2.38  0.094
H10 25.09 -28.92 3.03  0.108
C13 30.26 -24.60 0.84  -0.039
C14 29.63 -24.62 -0.43  -0.048
C15 29.56 -23.48 -1.23  0.000
C16 30.10 -22.26 -0.74  -0.102
C17 30.69 -22.31 0.57  -0.032
C18 30.80 -23.40 1.32  -0.101
N3 29.69 -21.02 -1.40  -0.351
O5 29.03 -21.08 -2.44  0.067
O6 30.16 -20.01 -0.94  0.085
H11 30.40 -25.54 1.35  0.088
H12 29.14 -25.53 -0.75  0.088
H13 29.01 -23.46 -2.16  0.113
H14 31.14 -21.45 1.04  0.116
H15 31.16 -23.39 2.34  0.112
C19 24.27 -31.13 0.26  -0.104
C20 24.17 -30.17 -0.73  -0.036
C21 24.98 -30.32 -1.91  0.048
C22 25.77 -31.48 -2.09  -0.134
C23 25.75 -32.44 -1.10  -0.010
C24 25.03 -32.23 0.08  -0.081
N4 26.43 -31.81 -3.36  -0.324
O7 26.27 -30.99 -4.31  0.042
O8 27.12 -32.79 -3.48  0.087
H16 23.80 -30.89 1.20  0.106
H17 23.75 -29.21 -0.50  0.094
H18 24.91 -29.58 -2.70  0.104
H19 26.24 -33.38 -1.28  0.117
H20 25.11 -32.96 0.87  0.105
C25 18.27 -25.48 1.00  -0.087
C26 18.54 -24.33 1.72  -0.088
C27 17.57 -23.41 2.06  -0.018
C28 16.31 -23.57 1.56  -0.131
C29 15.98 -24.71 0.84  0.008
C30 16.96 -25.68 0.55  -0.042
N5 15.24 -22.55 1.94  -0.346
O9 14.25 -22.60 1.25  0.087
O10 15.46 -21.80 2.88  0.072
H21 19.08 -26.11 0.65  0.077
H22 19.56 -24.13 1.99  0.111
H23 17.86 -22.52 2.60  0.125
H24 15.06 -24.79 0.28  0.116
H25 16.79 -26.56 -0.05  0.105
O11 29.21 -30.41 -0.14  -0.302
S1 29.84 -29.45 0.80  0.723
O12 29.32 -28.03 0.88  -0.343
O13 29.78 -30.01 2.39  -0.260
C31 29.69 -31.39 2.60  -0.330
C32 29.72 -32.06 3.97  -0.050
C33 31.64 -29.41 0.52  -0.089
H26 30.35 -31.96 1.94  0.114
H27 28.70 -31.60 2.18  0.109
H28 28.89 -31.68 4.57  0.080
H29 30.70 -31.87 4.40  0.077
H30 29.62 -33.13 3.80  0.086
H31 31.94 -30.42 0.78  0.065
H32 31.92 -28.73 1.31  0.069
H33 31.87 -29.14 -0.51  0.079
C34 18.95 -30.27 0.51  -0.061
C35 19.24 -28.78 0.64  -0.322
O14 18.96 -28.26 -0.69  0.124
C36 19.11 -29.25 -1.52  -0.559
O15 19.13 -29.10 -2.70  0.189
O16 19.28 -30.46 -0.85  0.071
F1 20.48 -28.59 1.05  0.097
H34 17.92 -30.52 0.78  0.138
H35 19.58 -30.75 1.26  0.142
H36 18.55 -28.26 1.31  0.149
C37 19.61 -23.72 -1.56  -0.089
C38 19.67 -25.15 -2.05  -0.372
O17 20.03 -24.98 -3.41  0.182
C39 20.71 -23.90 -3.57  -0.555
O18 21.38 -23.63 -4.53  0.155
O19 20.54 -23.16 -2.41  0.067
F2 18.51 -25.68 -2.11  0.136
H37 19.94 -23.57 -0.53  0.124
H38 18.57 -23.40 -1.61  0.146
H39 20.41 -25.76 -1.55  0.158
C40 26.34 -21.06 0.15  -0.075
C41 25.34 -20.76 -0.85  -0.313
O20 25.10 -22.09 -1.28  0.186
C42 26.02 -22.94 -1.00  -0.633
O21 26.08 -24.04 -1.45  0.168
O22 26.87 -22.32 -0.24  0.102
F3 26.01 -20.04 -1.73  0.120
H40 25.95 -21.09 1.17  0.124
H41 27.13 -20.32 0.30  0.149
H42 24.53 -20.20 -0.40  0.184
C43 29.23 -26.62 -3.82  -0.047
C44 29.12 -28.15 -3.81  -0.346
O23 27.73 -28.40 -3.80  0.114
C45 27.06 -27.20 -3.47  -0.448
O24 25.85 -27.09 -3.25  0.133
O25 27.98 -26.24 -3.30  0.046
F4 29.54 -28.67 -2.68  0.087
H43 29.15 -26.37 -4.88  0.145
H44 29.97 -26.11 -3.21  0.141
H45 29.78 -28.51 -4.59  0.169
C46 18.93 -26.84 6.27  -0.070
C47 18.15 -26.70 5.04  -0.393
O26 18.66 -27.62 4.15  0.113
C48 20.00 -27.84 4.45  -0.364
O27 20.85 -28.47 3.79  0.118
O28 20.21 -27.19 5.71  0.041
F5 18.26 -25.47 4.56  0.112
H46 18.71 -27.61 7.00  0.145
H47 19.00 -25.91 6.83  0.148
H48 17.08 -26.89 5.11  0.176

---

Entry 4:
Entry from the Open Molecules 2025 dataset: a cluster of 6 separate species, C28H55BINO21 in total (ωB97M-V/def2-TZVPD).

Values from the calculation:
LUMO energy   0.06 eV
Electronic energy   -83196.10089 eV
HOMO level   -9.6 eV
Structure (SMILES)   C[C@H](I)CN(CB(O)O)C(=O)OCCOC=O.CCOC(=O)OC.CCOC(=O)OC.CCOC(=O)OC.CCOC(=O)OC.CCOC(=O)OC
HOMO-LUMO gap   9.68 eV

Each line ends with the Löwdin charge.
Positions of all 107 atoms, in Å:
C1 0.57 1.19 4.04  -0.167
C2 0.58 1.47 2.53  -0.709
I1 -0.63 3.23 2.14  0.969
C3 0.09 0.30 1.67  -0.210
N1 1.01 -0.20 0.65  -0.033
C4 1.53 0.77 -0.32  -0.041
B1 0.46 1.63 -1.12  -0.728
O1 -0.88 1.47 -0.96  0.131
O2 0.90 2.56 -2.03  0.174
C5 1.88 -1.23 0.97  -0.518
O3 2.38 -1.95 0.15  0.151
O4 2.12 -1.43 2.31  -0.012
C6 3.16 -0.62 2.85  -0.153
C7 4.47 -1.40 2.81  -0.119
O5 5.34 -1.03 3.90  -0.029
C8 5.92 0.17 3.81  -0.360
O6 6.89 0.48 4.44  0.106
H1 -0.39 1.43 4.49  0.056
H2 0.76 0.13 4.21  0.068
H3 1.35 1.76 4.55  0.082
H4 1.56 1.82 2.22  0.048
H5 -0.83 0.55 1.15  0.084
H6 -0.15 -0.53 2.34  0.130
H7 2.08 0.19 -1.08  0.125
H8 2.28 1.44 0.13  0.121
H9 -1.39 2.28 -1.07  0.110
H10 1.84 2.49 -2.23  0.104
H11 2.91 -0.39 3.89  0.127
H12 3.24 0.32 2.29  0.121
H13 5.01 -1.26 1.87  0.136
H14 4.26 -2.45 2.95  0.143
H15 5.41 0.88 3.13  0.149
C9 -2.71 -1.68 -7.56  -0.070
C10 -2.56 -2.89 -6.67  -0.206
O7 -1.44 -2.77 -5.77  0.036
C11 -1.64 -1.98 -4.71  -0.611
O8 -2.67 -1.42 -4.43  0.121
O9 -0.52 -1.95 -4.00  0.015
C12 -0.58 -1.12 -2.83  -0.024
H16 -1.78 -1.49 -8.10  0.087
H17 -3.51 -1.84 -8.28  0.079
H18 -2.94 -0.79 -6.96  0.072
H19 -2.34 -3.78 -7.25  0.123
H20 -3.47 -3.07 -6.08  0.123
H21 -1.41 -1.41 -2.20  0.106
H22 -0.69 -0.08 -3.12  0.093
H23 0.36 -1.29 -2.31  0.094
C13 8.07 -2.75 4.97  -0.066
C14 8.68 -4.11 4.72  -0.203
O10 8.90 -4.83 5.95  0.038
C15 7.82 -5.40 6.48  -0.613
O11 6.71 -5.40 6.01  0.118
O12 8.17 -5.99 7.62  0.003
C16 7.10 -6.64 8.31  -0.040
H24 8.68 -2.17 5.66  0.087
H25 7.99 -2.20 4.03  0.073
H26 7.07 -2.84 5.39  0.074
H27 9.67 -4.02 4.29  0.122
H28 8.06 -4.72 4.06  0.122
H29 6.58 -7.34 7.66  0.095
H30 6.39 -5.90 8.68  0.097
H31 7.56 -7.16 9.14  0.092
C17 -4.21 6.21 -3.80  -0.064
C18 -4.52 4.98 -2.98  -0.205
O13 -3.61 4.84 -1.87  0.030
C19 -3.86 5.63 -0.82  -0.611
O14 -4.78 6.39 -0.71  0.127
O15 -2.93 5.39 0.10  -0.031
C20 -3.06 6.16 1.30  -0.048
H32 -3.18 6.20 -4.14  0.082
H33 -4.86 6.24 -4.68  0.081
H34 -4.38 7.12 -3.22  0.076
H35 -4.37 4.07 -3.56  0.123
H36 -5.54 4.99 -2.60  0.124
H37 -4.05 6.04 1.74  0.100
H38 -2.86 7.21 1.11  0.101
H39 -2.30 5.76 1.97  0.031
C21 0.66 -2.08 9.45  -0.064
C22 1.09 -0.85 8.67  -0.206
O16 0.03 -0.35 7.83  0.028
C23 -0.92 0.33 8.46  -0.614
O17 -0.97 0.56 9.64  0.123
O18 -1.82 0.72 7.55  -0.003
C24 -2.94 1.43 8.10  -0.035
H40 0.31 -2.85 8.76  0.082
H41 1.52 -2.48 10.00  0.081
H42 -0.13 -1.84 10.15  0.075
H43 1.89 -1.09 7.98  0.121
H44 1.42 -0.05 9.34  0.124
H45 -2.61 2.26 8.71  0.096
H46 -3.56 0.76 8.69  0.098
H47 -3.50 1.79 7.24  0.093
C25 -6.49 0.00 -14.08  -0.065
C26 -6.41 -1.09 -13.04  -0.208
O19 -5.30 -0.89 -12.14  0.035
C27 -5.48 0.03 -11.20  -0.612
O20 -6.49 0.66 -11.00  0.122
O21 -4.36 0.11 -10.48  -0.002
C28 -4.41 1.08 -9.42  -0.040
H48 -5.56 0.07 -14.63  0.082
H49 -7.29 -0.23 -14.79  0.080
H50 -6.71 0.97 -13.62  0.076
H51 -6.22 -2.06 -13.49  0.122
H52 -7.33 -1.16 -12.45  0.123
H53 -5.26 0.90 -8.77  0.099
H54 -4.46 2.09 -9.83  0.098
H55 -3.49 0.95 -8.86  0.082